1.
Molecular formula: C4H4N2
Method: DFT, the ωB97M-V functional and the def2-TZVPD basis

- Orbital gap (alpha / beta): 7.71 / 7.84 eV

Cartesian coordinates (Å):
C1 0.55582 1.38990 -0.30295
C2 0.75159 -0.11896 -0.12524
N1 0.50452 -2.67077 -0.07426
N2 -0.57776 -2.69416 0.16150
C3 -0.59790 -0.19616 0.13703
C4 -0.63766 1.31072 0.27065
H1 1.09133 2.17746 -0.78885
H2 1.66952 -0.48709 0.31702
H3 -1.44070 -0.71410 -0.30109
H4 -1.31876 2.00316 0.70618

=====

2.
Molecular formula: C4H10OSi
Method: DFT, the ωB97M-V functional and the def2-TZVPD basis

- Orbital gap: 9.68 eV

Cartesian coordinates (Å):
C1 2.31520 -0.71518 1.13280
C2 1.29659 -0.09074 0.52866
C3 1.60689 0.77133 -0.75855
C4 -2.67877 -0.34989 -0.97705
O1 -1.64324 -0.53312 -0.06833
Si1 -0.82245 0.17112 1.04394
H1 2.19942 -1.48479 1.85617
H2 3.35622 -0.77307 0.74479
H3 2.40807 1.40488 -0.54403
H4 0.80082 1.36709 -1.14511
H5 1.76329 -0.01246 -1.56623
H6 -3.08023 0.72277 -0.91527
H7 -3.58140 -0.90073 -0.58899
H8 -2.33869 -0.76517 -1.96811
H9 -0.85407 -0.47216 2.35977
H10 -0.74763 1.66011 0.86553